No. 1
The following is a DFT calculation (the ωB97M-V functional and the def2-TZVPD basis) of a molecular structure, C8H23ClGdI2NO2P2 in a non-equilibrium geometry.

Summary:
LUMO energy (alpha / beta) in Ha: -0.350 / -0.362
Charge: +2
2S+1: 8
ΔE to the lowest compared entry with this formula, charge and spin in eV: 1.5754

Geometry (Å):
I (0.63574, -2.43785, 1.83837)
I (-2.56233, -0.30908, -1.58692)
Gd (-0.07049, 0.24015, 0.20787)
P (0.74426, 2.79743, 0.92495)
C (-0.13014, 3.70058, 2.22969)
C (2.57201, 2.77570, 1.27356)
H (3.04199, 3.77128, 1.38790)
H (1.30467, 4.79354, -0.55090)
H (3.06635, 2.23376, 0.44044)
H (1.31588, 3.22023, -1.40732)
H (-0.33479, 2.97208, 3.03111)
H (2.75291, 2.22394, 2.21107)
C (0.79934, 3.81314, -0.62950)
H (0.40435, 4.53577, 2.69602)
H (-0.22334, 4.01463, -0.98415)
H (-1.08470, 4.08680, 1.83396)
P (-0.52619, -2.62402, -0.95219)
C (-1.85047, -3.68324, -0.27847)
C (-0.79683, -2.58794, -2.77159)
H (1.76316, -3.09260, -1.49350)
H (0.74060, -4.62932, -1.53152)
H (1.28866, -3.92486, 0.02217)
C (0.97163, -3.69156, -1.01109)
H (0.02340, -1.99231, -3.20185)
H (-0.80038, -3.61600, -3.14847)
H (-1.88394, -4.64462, -0.81561)
H (-2.82314, -3.17401, -0.40460)
H (-1.76099, -2.10445, -2.99729)
H (-1.66176, -3.87594, 0.79422)
Cl (1.81740, 0.35357, -1.55635)
N (-4.10981, 0.60237, 2.48575)
C (-3.09384, 0.15233, 3.53885)
C (-1.74542, 0.43418, 2.99699)
O (-0.76900, 0.65695, 3.72383)
O (-1.77174, 0.47755, 1.68491)
H (-4.16280, 1.64743, 2.52819)
H (-5.05643, 0.18867, 2.66285)
H (-3.76391, 0.34382, 1.52347)
H (-3.24512, 0.67498, 4.48223)
H (-3.21769, -0.93710, 3.68107)

Atomic partial charges in e from the Löwdin method, atoms 1 to 5:
1 I 0.69
2 I 0.60
3 Gd 0.59
4 P 0.75
5 C -0.24


No. 2
The following is a DFT calculation (the ωB97M-V functional and the def2-TZVPD basis) of 4 unconnected molecules or ions with the total composition C8H23IN2O3 in a non-equilibrium geometry.

Summary:
LUMO energy in Ha: 0.180
Charge: -2

Geometry (Å):
I (-5.60946, 16.37617, -6.53422)
O (-2.63040, 18.70429, -7.87623)
H (-3.31804, 18.05996, -7.64902)
C (-3.12366, 18.68394, -3.42710)
C (-2.38438, 17.35238, -3.35522)
C (-3.20326, 16.35328, -2.55640)
O (-2.66474, 15.05771, -2.69166)
C (-3.34465, 14.12371, -1.91169)
N (-2.03291, 16.93003, -4.72622)
H (-2.42747, 19.50470, -3.59630)
H (-3.68477, 18.87976, -2.50450)
H (-3.81526, 18.68648, -4.27241)
H (-1.44384, 17.54143, -2.81444)
H (-4.23723, 16.39746, -2.94359)
H (-3.29120, 16.66937, -1.50269)
H (-2.92995, 13.13264, -2.10591)
H (-4.40502, 14.10063, -2.19768)
H (-3.23907, 14.33209, -0.83754)
H (-1.99780, 15.91242, -4.65689)
H (-2.90366, 17.07794, -5.25046)
C (-5.23457, 13.98373, -10.10326)
C (-5.37401, 15.36024, -10.76784)
C (-6.81998, 15.78441, -10.55412)
O (-7.08956, 17.09008, -11.00775)
C (-8.30292, 17.56247, -10.50461)
N (-4.50298, 16.35108, -10.16773)
H (-4.19423, 13.66571, -10.17875)
H (-5.91163, 13.22248, -10.52312)
H (-5.52694, 14.01905, -9.04958)
H (-5.24294, 15.20504, -11.84684)
H (-7.03175, 15.72405, -9.47462)
H (-7.48972, 15.06208, -11.06011)
H (-8.49615, 18.52156, -10.98482)
H (-8.24249, 17.69260, -9.41519)
H (-9.14306, 16.87349, -10.69816)
H (-4.79153, 16.39754, -9.18314)
H (-3.56954, 15.95015, -10.10235)

Atomic partial charges in e from the Löwdin method, atoms 1 to 5:
1 I -0.45
2 O -0.73
3 H -0.29
4 C -0.07
5 C -0.46


No. 3
The following is a DFT calculation (the ωB97M-V functional and the def2-TZVPD basis) of 3 unconnected molecules or ions with the total composition C8H23N4 in a non-equilibrium geometry.

Summary:
LUMO energy in Ha: -0.093
Charge: +1
ΔE to the lowest compared entry with this formula, charge and spin in eV: 0.1129

Geometry (Å):
C (0.66784, 2.19420, 0.86675)
C (-0.12975, 3.59448, -1.08404)
C (-1.77191, -2.08916, 2.25940)
C (0.66790, -2.03298, 2.26223)
C (1.33868, -0.09335, -3.37388)
C (1.16372, -1.85027, -1.71580)
C (-0.37624, 2.92321, 0.05260)
C (-0.46549, -0.02793, -1.74691)
N (-1.04208, -0.24267, -0.58766)
N (-0.54535, -1.28398, 2.03158)
N (0.56617, -0.63900, -2.24959)
N (-1.65683, 3.01731, 0.69723)
H (0.33508, 1.47000, 1.55738)
H (1.35694, 1.72644, 0.16199)
H (1.28746, 2.98865, 1.29462)
H (-0.57468, 0.98180, -2.12552)
H (0.57186, 3.30589, -1.80542)
H (-0.91483, 4.26070, -1.43186)
H (-2.59223, -1.39918, 2.13629)
H (-1.69474, -2.95974, 1.65949)
H (-1.82585, -2.38814, 3.25026)
H (1.64320, -1.37369, 2.21232)
H (0.81079, -2.76043, 3.11523)
H (0.59119, -2.67558, 1.33499)
H (1.71276, -0.90966, -4.03618)
H (0.72208, 0.64925, -3.90883)
H (2.21203, 0.29697, -3.11412)
H (1.96284, -1.57197, -1.09776)
H (0.41560, -2.31932, -0.95643)
H (1.59426, -2.54354, -2.52513)
H (-0.97081, -0.90431, 0.19460)
H (-1.66830, 0.54680, -0.33839)
H (-2.31066, 3.71366, 0.54564)
H (-1.72563, 3.00976, 1.73349)
H (-0.50414, -0.45525, 2.74637)

Atomic partial charges in e from the Löwdin method, atoms 1 to 5:
1 C -0.05
2 C 0.02
3 C -0.10
4 C -0.17
5 C 0.00


No. 4
The following is a DFT calculation (the ωB97M-V functional and the def2-TZVPD basis) of a molecular structure, C8H23N6 in a non-equilibrium geometry.

Summary:
LUMO energy in Ha: -0.090
Charge: +1
ΔE to the lowest compared entry with this formula, charge and spin in eV: 0.0000

Geometry (Å):
C (3.78661, 0.00460, -0.07659)
C (3.86265, -0.07482, 2.22272)
C (1.19871, -0.10042, -1.18699)
C (-4.63812, -0.31137, 1.09257)
C (-0.24661, -0.68000, -1.26847)
C (-3.18616, -0.73435, 1.28611)
C (-1.04358, -0.27307, -0.01759)
C (-2.45610, -0.86247, -0.03634)
N (4.40568, -0.13133, 1.05311)
N (1.94055, -0.48764, -0.19805)
N (4.28182, -0.73384, -1.10301)
N (4.62504, -0.26776, 3.31567)
N (1.60848, 0.67195, -2.15771)
N (-0.50312, 2.27810, -2.86855)
H (3.47082, 1.04738, -0.35641)
H (2.85534, -0.18057, 2.23802)
H (-4.95497, -0.89762, 0.20011)
H (-5.21176, -0.38754, 2.03606)
H (-4.57677, 0.74950, 0.68373)
H (-0.25883, -1.74156, -1.20032)
H (-0.73661, -0.25497, -2.13955)
H (-3.15941, -1.61550, 1.79458)
H (-2.78852, 0.08434, 1.88111)
H (-1.09789, 0.78978, 0.07970)
H (-0.57761, -0.55430, 0.81994)
H (-2.44415, -1.96198, -0.28581)
H (-3.05286, -0.42561, -0.87495)
H (-0.17417, 3.23660, -3.14495)
H (1.55218, -1.23558, 0.47020)
H (4.30270, -0.36924, -2.01857)
H (4.88035, -1.52404, -0.92655)
H (4.29648, -0.07377, 4.18773)
H (5.64078, -0.43594, 3.17945)
H (0.82855, 1.09757, -2.64171)
H (2.60030, 0.95478, -2.12947)
H (-0.82428, 2.43281, -1.88160)
H (-1.38154, 2.26984, -3.44576)

Atomic partial charges in e from the Löwdin method, atoms 1 to 5:
1 C -0.37
2 C -0.18
3 C -0.42
4 C -0.11
5 C -0.09


No. 5
The following is a DFT calculation (the ωB97M-V functional and the def2-TZVPD basis) of 2 unconnected molecules or ions with the total composition C8H23NSi2 in a non-equilibrium geometry.

Summary:
LUMO energy in Ha: 0.006
Charge: 0
ΔE to the lowest compared entry with this formula, charge and spin in eV: 3.0888

Geometry (Å):
C (1.88510, 0.68935, 1.97929)
C (-0.51735, 0.27451, 2.63893)
C (0.77498, -2.79949, 0.92266)
C (2.31735, -1.33055, -1.20011)
C (-0.93899, 2.77751, -0.84904)
C (-0.80814, 0.34336, -2.89570)
C (-2.87903, 0.44961, -0.62208)
C (0.45491, 0.92204, 1.72947)
N (-0.03669, -0.07321, -0.16567)
Si (0.59147, -1.60221, -0.52976)
Si (-1.11804, 0.91308, -1.10144)
H (2.15891, 1.39542, 2.64655)
H (2.01881, -0.29675, 2.34494)
H (2.51409, 0.65235, 0.99966)
H (-0.83268, 0.89463, 3.58761)
H (0.03518, -0.63222, 3.00562)
H (-1.39109, 0.07888, 2.19743)
H (1.21008, -3.69075, 0.43116)
H (1.29534, -2.28273, 1.72799)
H (-0.22539, -3.15001, 1.34541)
H (3.00368, -2.19691, -1.27519)
H (2.37626, -1.03434, -2.23197)
H (2.91330, -0.51256, -0.70746)
H (-0.70883, 2.95318, 0.13490)
H (-0.16837, 3.11520, -1.47938)
H (-1.88310, 3.13897, -1.16674)
H (-1.43310, 0.89366, -3.65175)
H (0.24126, 0.51023, -3.21340)
H (-1.02957, -0.71112, -2.96742)
H (-3.08096, 0.32199, 0.52200)
H (-3.68480, 1.02520, -0.94596)
H (-3.30645, -0.46773, -0.95797)
H (0.37641, 1.84663, 1.27094)
H (-0.12454, -2.41521, -1.52349)

Atomic partial charges in e from the Löwdin method, atoms 1 to 5:
1 C -0.08
2 C -0.07
3 C -0.23
4 C -0.22
5 C -0.14


No. 6
The following is a DFT calculation (the ωB97M-V functional and the def2-TZVPD basis) of a molecular structure, C8H24AuClI2OP2S in a non-equilibrium geometry.

Summary:
LUMO energy (alpha / beta) in Ha: -0.377 / -0.438
Charge: +2
2S+1: 3
ΔE to the lowest compared entry with this formula, charge and spin in eV: 0.6329

Geometry (Å):
I (3.15182, -0.51148, -1.34628)
I (2.32408, -2.02170, -3.54164)
Au (-1.29222, -0.78104, -0.97104)
P (-0.96920, -2.75675, 0.25888)
C (0.71381, -3.39127, -0.03205)
C (-1.01868, -2.14870, 1.96372)
H (-1.50800, -2.86211, 2.66213)
H (-2.26278, -4.71523, 0.82177)
H (-1.58984, -1.19388, 1.96242)
H (-3.25417, -3.39899, 0.09852)
H (1.45586, -2.60911, 0.22147)
H (0.02156, -1.95127, 2.28436)
C (-2.30366, -3.94538, 0.03980)
H (0.90372, -4.30643, 0.56161)
H (-2.22992, -4.41773, -0.95037)
H (0.83744, -3.62005, -1.10157)
P (-1.22835, 1.30812, -2.13037)
C (0.41148, 1.53505, -2.93495)
C (-2.66950, 1.60854, -3.20072)
H (-2.01184, 2.02385, 0.00376)
H (-1.56338, 3.46768, -0.99441)
H (-0.28473, 2.43165, -0.21323)
C (-1.27419, 2.44157, -0.70278)
H (-3.56215, 1.32415, -2.61762)
H (-2.70346, 2.67301, -3.49168)
H (0.45258, 2.52179, -3.44794)
H (0.55217, 0.71382, -3.66376)
H (-2.58529, 0.96263, -4.09456)
H (1.20544, 1.44711, -2.15641)
Cl (-3.72097, -0.88420, -0.91990)
C (3.54382, 2.52259, 1.87333)
S (2.56490, 1.14399, 2.48719)
C (1.90917, 1.94113, 3.93153)
O (1.48238, 0.83706, 1.49533)
H (4.46490, 2.58213, 2.46383)
H (2.92026, 3.42804, 1.91752)
H (3.84198, 2.31793, 0.84888)
H (1.66333, 2.95599, 3.61021)
H (1.03871, 1.36601, 4.20668)
H (2.57290, 1.96147, 4.79834)

Atomic partial charges in e from the Löwdin method, atoms 1 to 5:
1 I 0.60
2 I 0.53
3 Au 0.44
4 P 0.65
5 C -0.28


Record-wise total energy values, in Ha: -3027.308287, -951.451545, -537.311615, -646.886834, -952.296501, -2665.970888